{"formula": "C2H3Cl2N", "method": "wB97M-V/def2-TZVPD", "lumo_energy_ev": 0.81, "e_tot_ev": -28655.83018, "max_force_ev_per_a": 3.5, "gap_ev": 10.7, "smiles": "ClC1(Cl)CN1", "e_homo_ev": -9.89, "mol_weight_g_mol": 111.96, "elements": ["Cl", "C", "Cl", "C", "N", "H", "H", "H"], "positions_angstrom": [[-2.298402, -1.572165, -0.057438], [-1.558473, 0.012790, 0.049396], [-2.751008, 1.295822, 0.004052], [-0.102099, 0.187984, -0.341594], [-0.366259, 0.267631, 1.116612], [0.359403, -0.616987, -0.853938], [0.117231, 1.185245, -0.767071], [0.090557, -0.525072, 1.514578]], "forces_ev_per_angstrom": [[0.33, 0.21, 0.06], [2.80, -0.10, 2.02], [0.65, -0.28, -0.02], [-2.21, 2.64, -0.04], [-1.52, 0.30, -2.73], [0.50, -0.88, 0.05], [0.02, -0.70, 0.06], [-0.58, -1.20, 0.60]]}